This record from the OMol25 dataset describes a 4-piece molecular cluster, C18H49BFN6O5 overall. The level of theory is wB97M-V/def2-TZVPD.

Positions of all 80 atoms, in Å:
N (-3.406, 0.313, -1.796)
C (-2.142, -0.351, -2.115)
N (-2.481, -1.409, -3.070)
N (-1.167, 0.466, -2.842)
C (-1.546, -0.881, -0.795)
C (-0.444, -0.128, -0.037)
O (0.340, -1.109, 0.614)
B (0.695, -0.602, 2.005)
O (0.195, 0.804, 1.993)
C (-0.890, 0.781, 1.123)
C (-1.341, 2.220, 0.827)
C (-0.417, 3.114, -0.015)
F (0.889, 2.655, -0.079)
H (-3.718, 0.926, -2.535)
H (-3.385, 0.778, -0.903)
H (-2.967, -2.151, -2.580)
H (-1.607, -1.809, -3.395)
H (-1.502, 0.601, -3.788)
H (-1.023, 1.366, -2.406)
H (-2.385, -1.060, -0.109)
H (-1.080, -1.852, -1.001)
H (0.192, 0.443, -0.728)
H (0.109, -1.286, 2.865)
H (1.918, -0.642, 2.213)
H (-1.755, 0.256, 1.590)
H (-1.489, 2.686, 1.810)
H (-2.323, 2.212, 0.336)
H (-0.381, 4.130, 0.395)
H (-0.773, 3.203, -1.050)
C (-2.810, 6.266, -2.359)
C (-2.750, 4.799, -2.771)
C (-3.326, 4.504, -4.158)
O (-4.737, 4.544, -4.243)
C (-5.303, 5.828, -4.383)
N (-3.344, 3.980, -1.716)
H (-3.809, 6.539, -2.016)
H (-2.126, 6.443, -1.530)
H (-2.535, 6.928, -3.182)
H (-1.692, 4.520, -2.832)
H (-3.053, 3.481, -4.430)
H (-2.889, 5.179, -4.909)
H (-4.679, 6.467, -5.019)
H (-5.448, 6.329, -3.423)
H (-6.275, 5.702, -4.859)
H (-3.159, 2.999, -1.899)
H (-4.355, 4.078, -1.756)
C (-0.495, -6.358, 1.549)
C (0.020, -4.929, 1.391)
C (0.537, -4.307, 2.692)
O (-0.469, -4.043, 3.652)
C (-0.852, -5.126, 4.457)
N (-0.993, -4.108, 0.730)
H (-1.499, -6.369, 1.977)
H (-0.557, -6.840, 0.573)
H (0.159, -6.954, 2.190)
H (0.878, -4.967, 0.710)
H (0.986, -3.339, 2.464)
H (1.305, -4.954, 3.146)
H (0.007, -5.764, 4.706)
H (-1.623, -5.752, 3.996)
H (-1.256, -4.711, 5.382)
H (-0.559, -3.231, 0.438)
H (-1.664, -3.822, 1.440)
C (7.264, -0.301, 0.785)
C (6.275, -1.450, 0.622)
C (4.917, -1.219, 1.289)
O (4.936, -1.327, 2.695)
C (5.281, -0.153, 3.390)
N (6.916, -2.697, 1.057)
H (7.719, -0.312, 1.777)
H (8.070, -0.394, 0.057)
H (6.775, 0.664, 0.643)
H (6.064, -1.555, -0.448)
H (4.227, -1.994, 0.948)
H (4.488, -0.257, 0.983)
H (4.862, 0.731, 2.898)
H (6.364, -0.023, 3.492)
H (4.842, -0.229, 4.385)
H (6.314, -3.479, 0.817)
H (6.935, -2.689, 2.073)

Forces on atoms 1 to 3 (eV/Å):
0.0 -0.2 0.1
0.0 0.3 0.1
0.2 0.0 -0.1

Results
Orbital gap ... 6.32 eV
Charge ... -1
Electronic energy ... -42033.6211 eV
F_max ... 0.342 eV/A
LUMO ... 2.32 eV